i | ORCA calculation (ωB97M-V/def2-TZVPD) on one molecule with the formula C5H6FN.

Output
* frontier orbital gap: 8.99 eV
* multiplicity: 1
* SMILES: N[C@@H]1C=CC=C1F

Element x y z (Å)
C1 -0.419 0.584 0.492
C2 1.141 0.408 0.388
C3 1.380 -0.865 -0.176
C4 0.070 -1.647 -0.086
C5 -0.984 -0.782 0.121
H1 -0.849 1.174 -1.366
H2 -0.065 2.390 -0.506
H3 -0.902 0.872 1.493
H4 1.772 1.269 0.752
H5 2.244 -1.384 -0.479
H6 -0.064 -2.662 -0.401
N1 -1.040 1.592 -0.382
F1 -2.285 -0.950 0.148

***

ii | ORCA calculation (ωB97M-V/def2-TZVPD) on a 2-piece molecular cluster, C5H6FN overall.

Output
* frontier orbital gap (alpha / beta): 8.03 / 9.07 eV
* multiplicity: 1

Element x y z (Å)
C1 -0.188 0.990 -2.870
C2 0.221 -0.204 1.168
C3 -0.517 -0.088 0.101
C4 -0.327 -0.375 2.548
C5 0.796 0.185 -2.330
N1 -1.077 1.582 -3.352
F1 0.730 -1.068 -2.718
H1 1.302 -0.340 1.200
H2 -1.469 0.171 -0.166
H3 0.354 0.034 3.299
H4 -1.381 0.058 2.588
H5 -0.312 -1.514 2.746
H6 1.870 0.570 -2.215

***

Relative energies, in hartree, with the most stable structure set to zero: i 0.0000; ii 0.0867.